1.
{"formula": "C33H52Cl6CrN7OPSSbSi", "method": "ωB97M-V with the def2-TZVPD basis set", "symbols": ["Cr", "N", "C", "C", "C", "C", "C", "C", "N", "C", "C", "C", "S", "C", "N", "H", "H", "H", "H", "H", "H", "H", "Cl", "Si", "Cl", "Cl", "Cl", "C", "Cl", "Cl", "C", "N", "O", "P", "N", "C", "C", "C", "C", "N", "C", "C", "C", "C", "N", "C", "C", "C", "C", "H", "H", "H", "H", "H", "H", "H", "H", "H", "H", "H", "H", "H", "H", "H", "H", "H", "H", "H", "H", "H", "H", "H", "H", "C", "C", "C", "Sb", "C", "C", "C", "C", "C", "C", "H", "H", "H", "H", "H", "H", "H", "H", "H", "H", "H", "H", "H", "H", "H", "H", "H", "H", "H", "H", "H"], "xyz": [[-0.4712, 0.3944, -0.6335], [1.2891, -3.2578, -1.2519], [1.5907, -2.8568, -2.5422], [2.3347, -3.4457, -3.5552], [2.4222, -2.7518, -4.7459], [1.7695, -1.5259, -4.9308], [1.0270, -0.9430, -3.9242], [0.9616, -1.6142, -2.7060], [0.3109, -1.2873, -1.5291], [0.5223, -2.2939, -0.6945], [-0.0143, -2.1881, 0.6402], [0.0742, -3.0086, 1.7214], [-0.7154, -2.2917, 3.0609], [-1.1240, -0.9413, 2.0883], [-0.7107, -1.0168, 0.8610], [1.5330, -4.1402, -0.8354], [2.8177, -4.4043, -3.4192], [2.9983, -3.1677, -5.5610], [1.8448, -1.0260, -5.8872], [0.4963, -0.0122, -4.0708], [0.5575, -3.9681, 1.8085], [-1.6806, -0.0958, 2.4657], [-3.6667, 2.6441, 0.8974], [-1.9044, 2.2857, -0.1041], [-2.6449, 1.7990, -2.2000], [-1.1630, 4.1656, -0.5599], [1.8269, 2.6861, -4.9040], [2.1033, 2.9862, -3.1702], [1.8218, 4.6935, -2.7952], [3.7884, 2.5456, -2.7643], [1.2030, 2.1658, -2.4003], [0.4905, 1.5112, -1.7887], [0.9362, 1.2269, 1.2553], [2.1853, 1.8369, 1.8064], [2.2096, 1.7238, 3.4565], [1.6826, 0.5336, 4.1297], [1.9330, 0.7902, 5.6212], [3.0667, 1.8208, 5.6274], [2.7069, 2.6936, 4.4319], [3.4834, 1.0504, 1.1318], [3.2698, -0.1536, 0.3060], [4.5641, -0.9600, 0.4616], [5.1079, -0.5060, 1.8186], [4.7939, 0.9860, 1.7831], [2.4340, 3.4259, 1.4968], [1.4567, 4.4444, 1.9154], [1.9649, 5.7336, 1.2696], [3.4726, 5.4915, 1.1502], [3.5395, 4.0247, 0.7417], [2.2083, -0.3644, 3.7821], [0.6232, 0.4080, 3.9082], [2.1895, -0.1235, 6.1545], [1.0429, 1.2209, 6.0820], [4.0250, 1.3226, 5.4657], [3.1139, 2.3881, 6.5550], [3.5503, 3.2616, 4.0389], [1.9200, 3.4015, 4.7165], [3.0795, 0.1183, -0.7352], [2.4040, -0.7146, 0.6697], [5.2699, -0.6833, -0.3239], [4.3874, -2.0334, 0.4078], [6.1698, -0.7115, 1.9404], [4.5523, -0.9815, 2.6307], [5.5465, 1.5051, 1.1786], [4.7587, 1.4495, 2.7704], [1.4444, 4.5439, 3.0047], [0.4548, 4.1833, 1.5842], [1.7254, 6.6076, 1.8717], [1.5226, 5.8583, 0.2792], [3.9495, 5.6310, 2.1227], [3.9561, 6.1438, 0.4247], [4.4907, 3.5553, 0.9886], [3.3775, 3.9255, -0.3360], [-6.6065, -1.7186, -0.3708], [-5.5795, -0.5927, -0.3646], [-6.0618, 0.6010, -1.1776], [-3.5659, -1.2204, -1.0690], [-3.8442, -1.5135, -3.2427], [-5.1631, -2.1545, -3.6544], [-2.6382, -2.2797, -3.7714], [-3.4499, -3.3070, -0.2713], [-4.2365, -4.3819, -1.0137], [-3.7994, -3.2977, 1.2177], [-7.5416, -1.3630, 0.0742], [-6.2747, -2.5775, 0.2096], [-6.8278, -2.0492, -1.3860], [-5.3883, -0.2840, 0.6664], [-6.2066, 0.3340, -2.2262], [-5.3677, 1.4361, -1.1326], [-7.0252, 0.9377, -0.7828], [-3.8127, -0.4906, -3.6207], [-5.2849, -3.1537, -3.2353], [-5.1973, -2.2423, -4.7456], [-6.0134, -1.5445, -3.3519], [-2.6032, -3.2971, -3.3741], [-1.7082, -1.7739, -3.5062], [-2.6829, -2.3472, -4.8624], [-2.3816, -3.5188, -0.3907], [-5.3035, -4.1592, -1.0272], [-4.1069, -5.3463, -0.5087], [-3.8979, -4.4982, -2.0433], [-4.8661, -3.4697, 1.3596], [-3.5551, -2.3486, 1.7010], [-3.2668, -4.0938, 1.7465]], "total_charge": 1, "total_energy_ha": -6822.1599, "spin_multiplicity": 5, "s_squared": 6.028, "lumo_energy_ev": [-2.99, -3.07]}

2.
{"formula": "C33H52FNO10S", "method": "ωB97M-V with the def2-TZVPD basis set", "symbols": ["C", "C", "C", "C", "C", "C", "C", "C", "C", "C", "C", "C", "C", "N", "C", "C", "C", "C", "C", "C", "C", "C", "S", "O", "O", "F", "H", "H", "H", "H", "H", "H", "H", "H", "H", "H", "H", "H", "H", "H", "H", "H", "H", "H", "H", "H", "H", "H", "H", "H", "H", "H", "H", "H", "H", "H", "H", "H", "H", "H", "H", "H", "H", "H", "H", "H", "H", "H", "H", "H", "O", "C", "C", "C", "O", "C", "O", "C", "C", "O", "H", "H", "H", "H", "O", "C", "C", "C", "O", "C", "O", "C", "C", "O", "H", "H", "H", "H"], "xyz": [[-4.1114, 0.9186, -0.8415], [-4.8160, 0.9679, 0.5241], [-5.0674, 2.4294, 0.9342], [-4.2047, 2.9401, 2.1067], [-2.7961, 2.3297, 2.2009], [-1.7207, 3.4144, 2.4273], [-1.4430, 3.7520, 3.8928], [-0.3056, 2.9305, 4.5054], [-0.4426, 1.4165, 4.3846], [0.9290, 0.7390, 4.6149], [1.8039, 0.9872, 3.3610], [2.0482, -0.2893, 2.5457], [0.9746, -0.4944, 1.4769], [1.4286, -0.1157, 0.1146], [0.2795, 0.0150, -0.8188], [0.6160, 0.8479, -2.0590], [-0.2662, 2.0886, -2.1884], [0.4921, 3.2936, -2.7730], [-0.3477, 4.1169, -3.7413], [-1.7615, 4.4790, -3.2287], [-2.8163, 4.1583, -4.2822], [-4.1338, 4.9399, -4.0991], [2.5544, -1.1776, -0.5112], [2.1019, -1.7724, -1.6984], [3.7963, -0.5388, -0.5572], [2.6842, -2.3464, 0.5226], [-3.1903, 1.4916, -0.7721], [-3.9222, -0.0924, -1.1815], [-4.7402, 1.4548, -1.5425], [-4.2649, 0.4025, 1.2684], [-5.7574, 0.4467, 0.3788], [-6.1044, 2.5167, 1.2416], [-4.9478, 3.0535, 0.0536], [-4.7665, 2.8511, 3.0296], [-4.0757, 4.0076, 1.9504], [-2.7772, 1.6872, 3.0692], [-2.5100, 1.7940, 1.3029], [-0.7911, 2.9977, 2.0348], [-1.9553, 4.2893, 1.8304], [-1.0972, 4.7850, 3.9097], [-2.3369, 3.7432, 4.5103], [0.6410, 3.2898, 4.1198], [-0.3055, 3.1457, 5.5725], [-0.7401, 1.1058, 3.3950], [-1.1532, 1.0812, 5.1370], [0.7513, -0.3236, 4.7466], [1.3938, 1.1675, 5.4963], [2.7430, 1.4454, 3.6524], [1.2811, 1.6802, 2.7122], [2.1329, -1.1658, 3.1741], [3.0193, -0.1753, 2.0713], [0.1534, 0.1775, 1.6933], [0.5714, -1.5057, 1.4923], [-0.1104, -0.9600, -1.0914], [-0.4794, 0.5485, -0.2619], [0.4186, 0.2196, -2.9208], [1.6683, 1.0974, -2.0682], [-0.6776, 2.3981, -1.2295], [-1.1066, 1.9039, -2.8506], [1.3619, 2.9166, -3.3040], [0.8896, 3.9195, -1.9791], [0.1737, 5.0300, -4.0079], [-0.4561, 3.5376, -4.6535], [-1.7954, 5.5494, -3.0434], [-1.9922, 3.9912, -2.2878], [-3.0447, 3.0981, -4.2542], [-2.4118, 4.4092, -5.2539], [-4.0549, 5.7243, -3.3530], [-4.4311, 5.4233, -5.0216], [-4.9315, 4.2608, -3.8182], [5.4329, -6.1636, 6.0674], [5.1710, -5.7094, 4.9691], [4.1288, -4.7212, 4.7343], [3.8879, -4.2795, 3.4934], [2.9442, -3.3753, 3.2404], [4.6720, -4.7830, 2.3091], [4.4006, -4.3620, 1.2021], [5.7299, -5.7568, 2.5526], [5.9686, -6.1922, 3.7949], [6.9194, -7.0775, 4.0793], [3.5719, -4.3697, 5.5914], [2.9447, -3.2048, 2.2786], [6.2978, -6.1003, 1.6997], [6.8757, -7.2190, 5.0461], [1.9632, -5.8359, -7.0344], [1.3275, -5.3053, -6.1427], [-0.1279, -5.2538, -6.1145], [-0.7523, -4.6366, -5.1049], [-2.0770, -4.5549, -5.0182], [0.0044, -3.9828, -3.9842], [-0.6389, -3.4258, -3.1124], [1.4578, -4.0536, -4.0005], [2.0827, -4.6735, -5.0096], [3.4059, -4.7740, -5.0842], [-0.6630, -5.7254, -6.9265], [-2.2601, -4.0571, -4.1961], [1.9911, -3.5922, -3.1812], [3.5936, -5.2638, -5.9096]], "total_charge": 0, "total_energy_ha": -2593.7793, "smiles": "CCCCCCCCCCCCCN(CCCCCCCC)S(=O)(=O)F.O=C1C=C(O)C(=O)C=C1O.O=C1C=C(O)C(=O)C=C1O", "lumo_energy_ev": -1.41}

For each record above, in turn, the calculated energy above the lowest of the compared OMol25 structures with the same formula, charge and spin values are 7.9; 0.0 kcal per mole.